1.
C29H22N4O4Pt | the ωB97M-V functional and the def2-TZVPD basis

Geometry (Å):
Pt -9.508708 -7.013969 14.200744
C -5.340322 -6.459062 13.807508
C -6.613172 -6.925859 13.533727
N -7.560170 -7.013974 14.498987
C -7.249133 -6.764940 15.800120
C -5.953950 -6.301243 16.160019
C -5.005996 -6.189201 15.109315
C -5.728972 -6.119104 17.496955
C -6.677244 -6.337565 18.458643
C -8.032100 -6.581108 18.140356
C -8.287292 -6.907133 16.807773
N -9.462767 -7.254965 16.220358
C -10.614907 -7.725903 16.766702
C -10.746515 -8.347891 18.031747
C -11.825646 -9.248242 18.233359
C -12.855507 -9.343369 17.291145
C -12.812872 -8.641581 16.048029
C -13.869246 -8.540273 15.096769
C -13.740693 -7.655119 14.075608
C -12.467366 -7.063640 13.807822
N -11.427815 -7.192739 14.644117
C -11.672622 -7.890094 15.815418
H -4.647484 -6.316744 13.012037
H -6.914990 -7.206843 12.527303
H -4.007398 -5.749786 15.345706
H -4.771616 -5.650983 17.804477
H -6.347146 -6.180743 19.472535
H -8.782233 -6.633187 18.951245
H -9.910241 -8.282687 18.749762
H -11.879711 -9.759371 19.165434
H -13.774111 -9.896203 17.570408
H -14.802226 -9.017555 15.308697
H -14.575809 -7.406263 13.523092
H -12.252458 -6.473406 12.892650
O -6.524643 -9.785272 12.504399
C -7.695818 -10.100225 12.907622
O -8.296331 -9.735816 13.979349
C -8.428205 -10.918833 11.891631
C -9.774603 -11.296952 12.098577
C -10.554494 -11.730582 11.055264
C -9.999468 -11.775336 9.772271
O -10.596232 -11.900877 8.556696
C -9.633443 -11.311267 7.629186
O -8.388679 -11.226602 8.273579
C -8.631166 -11.490671 9.612648
C -7.776880 -11.183333 10.689331
H -10.134847 -11.211065 13.166966
H -11.589696 -11.946008 11.205176
H -9.967363 -10.345775 7.271424
H -9.607064 -12.032411 6.761834
H -6.703297 -11.067549 10.470856
C -11.237508 -5.873489 9.653034
C -9.771504 -6.270775 9.754729
C -9.443047 -6.498998 11.160534
N -9.420627 -6.680833 12.309615
H -11.545745 -5.700646 8.624740
H -11.427510 -4.971515 10.183697
H -11.882338 -6.674095 9.997134
H -9.135255 -5.434814 9.493517
H -9.525098 -7.174744 9.118983

Atoms 1-3, force components in eV/Å:
Pt 0.367 -0.838 3.379
C 0.170 -0.182 1.066
C -1.665 -0.322 0.869

Output
Max |F| ... 4.0 eV/Å
Multiplicity ... 3
⟨S²⟩ ... 2.08
E ... -1757.47637 Eh

Taken from the Löwdin analysis, the atomic charges in e are: 1.250 -0.024 -0.077 -0.085 -0.124 -0.159 0.022 -0.054 -0.062 0.020 -0.185 -0.012 -0.194 0.010 -0.063 0.003 -0.157 -0.061 -0.085 -0.145 -0.166 -0.167 0.110 0.102 0.136 0.133 0.106 0.117 0.099 0.091 0.125 0.100 0.072 0.091 -0.082 -0.638 -0.112 -0.158 -0.036 -0.017 -0.231 0.007 -0.146 0.007 -0.176 0.063 0.133 0.102 0.120 0.145 0.133 -0.088 -0.187 -0.085 -0.016 0.081 0.072 0.083 0.115 0.148

2.
C6H16ClNSi | the ωB97M-V functional and the def2-TZVPD basis

Geometry (Å):
C 0.288377 -3.316650 0.600888
C 0.510273 -1.827836 0.880562
C -0.337333 -0.924729 0.000928
C -0.143448 -1.158945 -1.488279
Si 0.264391 1.276654 0.374595
C -0.103752 1.538959 2.220142
Cl 2.224422 1.438124 -0.093881
N -0.573229 2.497174 -0.498901
C -0.296235 2.913070 -1.855980
H 0.699302 -3.586049 -0.365901
H -0.772907 -3.560947 0.614946
H 0.787148 -3.918710 1.358520
H 0.276285 -1.620582 1.927205
H 1.568109 -1.602545 0.725424
H -1.393577 -1.005416 0.265255
H -0.719126 -0.434955 -2.063350
H 0.906692 -1.045993 -1.755234
H -0.467019 -2.155731 -1.789707
H -0.834017 0.817409 2.573295
H 0.791190 1.409711 2.821394
H -0.496064 2.531963 2.419645
H -1.538573 2.648692 -0.248719
H -0.590011 3.957036 -1.987330
H 0.772685 2.825999 -2.036715
H -0.823584 2.304299 -2.598802

Atoms 1-3, force components in eV/Å:
C 0.085 0.232 0.235
C -0.173 0.009 -0.030
C 1.093 2.875 0.032

Output
Max |F| ... 3.6 eV/Å
E ... -1042.71230 Eh
Energy relative to the best compared isomer or geometry (same formula, charge and spin) ... 21.2 kcal per mole

Taken from the Löwdin analysis, the atomic charges in e are: -0.115 -0.319 -0.367 -0.162 0.211 -0.204 0.376 -0.216 -0.193 0.063 0.075 0.067 0.095 0.093 0.085 0.057 0.068 0.064 0.019 0.020 0.020 0.077 0.075 0.042 0.069